{
  "formula": "C25H29ClF4O9Si2",
  "method": "the ωB97M-V functional and the def2-TZVPD basis",
  "e_homo_ev": 0.45,
  "spin_multiplicity": 1,
  "total_charge": -2,
  "homo_lumo_gap_ev": 2.26,
  "species": ["C", "C", "C", "Si", "C", "C", "C", "O", "C", "C", "C", "C", "C", "C", "C", "O", "Si", "C", "C", "O", "O", "C", "C", "O", "Cl", "C", "F", "F", "C", "F", "F", "H", "H", "H", "H", "H", "H", "H", "H", "H", "H", "H", "H", "H", "H", "H", "H", "H", "H", "H", "H", "H", "H", "H", "H", "H", "H", "H", "C", "C", "C", "O", "C", "C", "C", "O", "O", "O", "H", "H"],
  "xyz": [[-1.96162, 2.48250, 3.22318], [-2.22507, 1.75272, 1.85111], [-0.95212, 0.92452, 1.32839], [-0.94767, 0.98365, -0.56326], [-0.65211, 2.70690, -1.30618], [-0.36184, 3.85472, -0.26620], [-1.38680, 5.07052, -0.44056], [1.00958, 4.26503, -0.47553], [1.38979, 5.30445, 0.42639], [2.78342, 5.05812, 1.08293], [4.03910, 4.93118, 0.36397], [5.27486, 4.65937, 1.08255], [5.31021, 4.50572, 2.53936], [4.06738, 4.67346, 3.27244], [2.84250, 4.94308, 2.54422], [-2.35179, 0.35792, -1.30660], [-3.01881, -1.01585, -0.54012], [-2.42585, -2.68738, -1.21468], [-1.89865, -3.57994, -0.03377], [-2.50239, -3.67300, 1.01826], [-0.75512, -4.29870, -0.20618], [-4.92201, -0.92945, -0.89831], [-5.71784, -1.54621, 0.27727], [-6.07133, -2.67768, 0.28786], [-6.16350, -0.51685, 1.70399], [0.50667, -0.19674, -1.12252], [0.76745, -1.19890, -0.19861], [0.07709, -0.81223, -2.32289], [1.82721, 0.55675, -1.49218], [2.86623, -0.32513, -1.77952], [2.22836, 1.48569, -0.55313], [-2.97259, 2.63632, 3.70293], [-1.51419, 3.49699, 3.08695], [-1.38882, 1.81779, 3.91604], [-2.43123, 2.56953, 1.09445], [-3.14344, 1.10558, 1.88212], [-0.99362, -0.11932, 1.74645], [-0.04243, 1.44205, 1.73801], [0.17249, 2.74158, -2.07323], [-1.58345, 2.97414, -1.88531], [-0.43265, 3.55058, 0.80900], [-0.89653, 6.00580, -0.80402], [-2.23416, 4.83389, -1.12722], [-1.83580, 5.28945, 0.56883], [0.66950, 5.46542, 1.27450], [1.45493, 6.25855, -0.17495], [4.07050, 5.04053, -0.74120], [6.25021, 4.53286, 0.55104], [6.24972, 4.26580, 3.08469], [4.00663, 4.57262, 4.37591], [1.88935, 5.07087, 3.11245], [-2.89692, -1.03984, 0.91564], [-3.32431, -3.24958, -1.60662], [-1.70264, -2.63787, -2.06363], [-0.28295, -4.38506, 0.64453], [-5.14170, -1.56084, -1.80087], [-5.24484, 0.13367, -1.08534], [1.63465, 1.09153, -2.46422], [0.44569, -7.68383, -1.62078], [0.55032, -8.40834, -2.78966], [1.98249, -8.88322, -3.10259], [2.26475, -9.60690, -4.06641], [3.05713, -8.45162, -2.22114], [2.95326, -7.71550, -1.06059], [1.50703, -7.33215, -0.69241], [1.20517, -6.73529, 0.35197], [3.88352, -7.34247, -0.29803], [-0.37060, -8.71231, -3.59133], [-0.53060, -7.31683, -1.31513], [4.04083, -8.77284, -2.55246]],
  "forces_ev_per_a": [[-1.36, -0.63, -0.04], [0.64, 0.48, -0.42], [-1.02, 0.58, 0.71], [0.10, -0.35, -0.43], [-0.27, 0.77, -0.16], [-0.35, 0.60, -0.52], [-0.06, -0.13, 0.63], [-0.71, 0.18, 0.70], [1.29, 0.85, 0.08], [1.43, -0.54, 1.53], [0.12, -0.16, 1.63], [-0.94, -0.06, 1.31], [-2.10, 0.54, -1.07], [-0.10, 0.09, -2.02], [0.97, -0.11, -1.04], [0.88, -0.61, 1.94], [-0.92, -0.37, -1.14], [0.42, -1.32, -0.09], [0.65, -0.95, 0.67], [-0.19, 0.88, -0.64], [-0.70, 1.94, -0.86], [-0.59, 0.57, 0.40], [0.23, -0.67, -1.36], [0.08, 0.43, 0.20], [0.38, 0.23, -0.44], [0.43, -0.30, -0.23], [-0.29, 0.85, -0.86], [0.73, 0.44, 1.12], [0.34, -0.33, -1.68], [-1.11, 1.00, 0.92], [-0.42, -1.23, -0.47], [1.05, 0.02, -0.33], [0.00, -0.96, 0.16], [-0.20, 0.76, -0.58], [-0.09, -0.80, 0.69], [0.95, 0.55, 0.08], [0.25, 1.01, -0.48], [-0.56, -0.60, -0.52], [-0.71, -0.20, 0.87], [0.86, -0.36, 0.60], [0.00, -0.16, -0.88], [-0.25, -0.83, 0.22], [0.74, 0.08, 0.49], [0.34, -0.02, -0.98], [0.43, -0.28, -0.88], [-0.17, -0.74, 0.69], [-0.08, -0.17, 0.94], [-1.16, 0.19, 0.30], [-0.83, 0.25, -0.65], [0.22, 0.08, -0.93], [0.93, -0.20, -0.49], [0.23, 0.34, 0.13], [0.77, 0.62, 0.43], [-0.43, 0.02, 0.78], [-0.38, -0.76, -0.29], [0.10, 0.60, 0.89], [0.35, -1.03, 0.27], [0.16, -0.30, 1.00], [0.19, 0.69, 1.15], [0.05, -0.57, -0.93], [1.67, 0.20, 0.77], [-0.66, -0.07, -0.34], [-0.20, -0.58, -1.05], [-0.04, 0.55, 0.89], [-1.66, -0.29, -0.92], [0.59, 0.33, 0.45], [-0.12, -0.16, -0.28], [0.12, 0.17, 0.31], [-0.09, -0.07, -0.06], [0.08, -0.01, 0.09]],
  "mulliken_charge": [-1.247, 0.216, -1.021, -0.233, -1.168, 1.026, -1.406, -0.325, -0.656, 0.617, -0.226, -0.464, -0.410, -0.483, -0.453, -0.434, -0.021, -0.326, 0.292, -0.584, -0.347, -0.678, 0.502, -0.426, -0.234, 0.903, -0.266, -0.331, 0.120, -0.295, -0.173, 0.365, 0.248, 0.297, -0.031, 0.280, 0.733, 0.629, 0.430, 0.412, -0.012, 0.352, 0.411, 0.271, 0.327, 0.255, 0.329, 0.313, 0.335, 0.329, 0.205, -0.124, 0.493, 0.356, 0.311, 0.358, 0.394, 0.232, -0.698, 0.378, 0.566, -0.758, -0.721, 0.386, 0.616, -0.770, -0.823, -0.819, 0.346, 0.330]
}

=====

{
  "formula": "C25H29N2O2",
  "method": "the ωB97M-V functional and the def2-TZVPD basis",
  "e_homo_ev": -10.82,
  "spin_multiplicity": 1,
  "total_charge": 1,
  "homo_lumo_gap_ev": 5.03,
  "species": ["C", "C", "C", "C", "C", "C", "N", "C", "C", "O", "C", "C", "C", "C", "C", "C", "C", "C", "N", "O", "H", "H", "H", "H", "H", "H", "H", "H", "H", "H", "H", "H", "H", "H", "H", "H", "H", "H", "C", "C", "C", "C", "C", "C", "C", "C", "C", "H", "H", "H", "H", "H", "H", "H", "H", "H", "H", "H"],
  "xyz": [[2.59061, -0.52175, -4.66464], [1.26723, -0.66103, -4.08003], [0.15244, -1.35415, -4.47997], [-0.86532, -1.07566, -3.52204], [-0.31570, -0.17960, -2.60753], [-0.87152, 0.52150, -1.44127], [-2.31809, 0.45967, -1.46231], [-3.14247, 1.21762, -2.37924], [-2.79143, -0.54422, -0.65718], [-3.96843, -0.75123, -0.38880], [-1.53696, -1.23318, -0.09470], [-1.77380, -1.90567, 1.25701], [-0.63453, -2.82965, 1.63624], [0.03525, -2.63989, 2.84930], [1.10830, -3.46942, 3.18866], [1.48889, -4.51867, 2.33911], [0.80007, -4.72022, 1.13537], [-0.27237, -3.88886, 0.78904], [-0.60348, -0.12618, -0.16642], [0.99495, 0.05137, -2.93031], [2.61897, -1.15728, -5.56008], [2.81891, 0.50958, -4.98001], [3.37022, -0.87857, -3.97281], [0.06160, -1.99407, -5.35254], [-1.89083, -1.44453, -3.52148], [-0.52576, 1.54973, -1.46582], [-4.17338, 0.87059, -2.31789], [-3.10655, 2.28479, -2.11297], [-2.77540, 1.09728, -3.41043], [-1.24859, -2.01352, -0.83797], [-1.96957, -1.16635, 2.04867], [-2.69499, -2.49570, 1.11794], [-0.29330, -1.82398, 3.50201], [1.63954, -3.29624, 4.12204], [2.31673, -5.17634, 2.60999], [1.09106, -5.52321, 0.45757], [-0.82868, -4.04894, -0.14547], [0.37284, -0.36044, 0.03792], [-1.56978, 2.62095, 1.18213], [-0.14460, 2.61455, 0.76171], [0.20369, 3.43746, -0.42983], [0.86906, 2.41616, 1.74919], [2.25432, 2.63151, 1.44998], [3.22366, 2.49724, 2.43424], [2.86173, 2.17423, 3.74970], [1.50945, 2.03650, 4.08892], [0.52242, 2.15384, 3.11444], [-1.88000, 1.70441, 1.69244], [-1.72102, 3.45503, 1.88695], [-2.24134, 2.77737, 0.33208], [1.08594, 3.06404, -0.95938], [-0.62656, 3.50813, -1.14010], [0.42749, 4.46637, -0.09321], [2.53599, 2.90550, 0.43333], [4.26786, 2.68377, 2.17150], [3.62209, 2.11660, 4.51781], [1.20742, 1.88255, 5.12892], [-0.53428, 2.09021, 3.39021]],
  "forces_ev_per_a": [[1.03, -0.17, -0.53], [-1.52, -0.15, 0.29], [0.65, 0.27, 0.41], [0.20, 1.20, 1.10], [-0.11, -1.73, -2.17], [-0.36, -0.37, -0.13], [-0.49, -0.22, 0.05], [0.35, 0.33, -0.14], [-0.83, 0.35, 0.54], [1.36, -0.10, -0.52], [-0.70, -0.53, -0.16], [-0.04, -0.12, -0.37], [-0.13, -0.02, 0.17], [0.24, -0.16, -0.45], [-0.11, -0.19, -0.18], [-0.23, 0.33, -0.06], [-0.23, 0.23, 0.09], [0.33, 0.12, 0.26], [1.00, 0.57, 1.18], [-0.34, -0.18, -0.46], [0.13, 0.21, 0.23], [-0.08, -0.32, 0.23], [-0.15, 0.22, -0.25], [0.14, 0.21, 0.25], [0.38, 0.18, 0.01], [0.00, -0.01, 0.06], [0.14, -0.04, 0.12], [-0.12, -0.17, -0.17], [-0.13, 0.05, 0.29], [-0.23, 0.25, 0.36], [0.08, -0.16, -0.27], [0.20, 0.25, 0.15], [0.23, -0.33, -0.14], [-0.07, -0.13, -0.15], [-0.25, 0.24, -0.07], [-0.06, 0.16, 0.25], [0.32, -0.01, 0.45], [-0.47, -0.11, -0.54], [-0.57, -0.55, -0.41], [0.27, 2.01, 1.73], [-0.13, -0.34, -0.79], [0.48, -0.35, 0.34], [-0.38, -0.32, 0.17], [-0.02, 0.14, -0.33], [-0.46, 0.37, -0.44], [-0.48, 0.11, -0.10], [0.25, -0.19, -0.24], [0.16, 0.16, -0.09], [0.16, -0.07, -0.22], [0.16, -0.06, 0.16], [-0.12, 0.16, 0.05], [0.18, 0.01, 0.21], [-0.05, -0.40, 0.12], [0.09, -0.18, 0.37], [-0.36, -0.15, 0.18], [-0.01, -0.12, -0.03], [0.20, -0.03, -0.41], [0.51, -0.11, -0.01]],
  "mulliken_charge": [-1.255, 0.452, -0.823, -0.810, -0.595, 1.849, 0.242, -1.018, 0.519, -0.688, 0.101, -0.969, 0.602, -0.497, -0.538, -0.471, -0.654, -0.222, 0.026, -0.525, 0.337, 0.294, 0.293, 0.440, 0.636, -0.641, 0.383, 0.274, 0.338, 0.100, 0.283, 0.325, 0.335, 0.375, 0.380, 0.380, 0.441, 0.362, -1.715, 2.159, -1.798, 0.395, -0.349, -0.817, -0.347, -0.866, -0.154, 0.255, 0.555, 0.287, 0.492, 0.470, 0.390, 0.313, 0.403, 0.443, 0.426, 0.400]
}

=====

The records above yield electronic energy values of -83971.3377, -33463.2167 eV, respectively.